33
Properties=species:S:1:pos:R:3 method="wB97M-V/def2-TZVPD" total_charge=+2 de_lowest_kj_mol=166.37 orbital_gap_ev=8.8 homo_energy_ev=-16.575 lumo_ev=-7.81
C -3.017 1.862 0.743
C 2.036 1.551 -1.116
C -1.727 1.438 0.653
C 1.263 0.580 -1.565
C -2.957 0.006 -0.451
C 1.550 0.476 0.689
C 0.789 -2.968 0.765
C -0.652 -1.402 -1.655
C 3.258 2.201 0.818
C -0.317 -1.855 0.816
C -0.197 -0.933 -0.276
N -3.768 0.976 0.067
N 2.417 1.334 0.140
N -1.708 0.286 -0.075
N 0.920 -0.096 -0.429
H -3.522 2.607 1.242
H 2.699 2.179 -1.679
H -0.956 1.743 1.261
H 0.929 0.552 -2.628
H -3.239 -0.931 -0.981
H 1.317 0.291 1.739
H 1.768 -2.622 0.949
H 0.440 -3.635 1.504
H 0.778 -3.510 -0.283
H -1.207 -0.587 -2.177
H 0.315 -1.820 -2.111
H -1.470 -2.178 -1.611
H 4.132 1.583 1.116
H 3.729 2.958 0.135
H 2.848 2.728 1.674
H -1.291 -2.388 0.928
H -0.371 -1.363 1.703
H -4.789 0.935 0.093

60
Properties=species:S:1:pos:R:3 method="wB97M-V/def2-TZVPD" de_lowest_kj_mol=323.91 orbital_gap_ev=9.8 smiles="CCCCC/C=C/CC(=O)N1CC[C@@H]2C[C@]2(C(=O)NCc2nc(C)no2)CC1" homo_energy_ev=-9.177 lumo_ev=0.65
C -7.054 0.626 -2.351
C -5.574 0.942 -2.532
C -4.671 -0.004 -1.752
C -3.188 0.299 -1.924
C -2.309 -0.663 -1.134
C -0.826 -0.476 -1.298
C -0.209 0.669 -1.554
C 1.283 0.786 -1.637
C 1.795 1.968 -0.820
O 1.064 2.905 -0.545
N 3.104 1.944 -0.439
C 3.625 3.078 0.325
C 4.686 2.638 1.324
C 4.171 1.585 2.269
C 4.996 0.421 2.679
C 3.797 0.183 1.781
C 2.608 -0.332 2.552
O 2.470 -0.083 3.741
N 1.657 -1.060 1.909
C 0.538 -1.557 2.682
C -0.427 -2.290 1.820
N -1.712 -2.325 1.906
C -2.048 -3.220 0.911
C -3.447 -3.614 0.614
N -1.034 -3.686 0.248
O 0.066 -3.074 0.860
C 4.025 -0.254 0.337
C 4.018 0.859 -0.730
H -7.684 1.313 -2.917
H -7.280 -0.388 -2.687
H -7.342 0.698 -1.301
H -5.313 0.893 -3.594
H -5.375 1.970 -2.216
H -4.930 0.047 -0.688
H -4.871 -1.035 -2.066
H -2.920 0.245 -2.984
H -2.995 1.328 -1.608
H -2.553 -0.588 -0.067
H -2.559 -1.688 -1.425
H -0.222 -1.369 -1.143
H -0.765 1.584 -1.712
H 1.741 -0.151 -1.319
H 1.605 0.956 -2.671
H 4.025 3.838 -0.355
H 2.783 3.530 0.845
H 5.592 2.291 0.821
H 4.990 3.512 1.904
H 3.490 1.946 3.030
H 5.958 0.309 2.193
H 4.926 0.071 3.698
H 1.779 -1.401 0.974
H 0.883 -2.239 3.467
H 0.022 -0.740 3.181
H -3.472 -4.339 -0.196
H -3.904 -4.048 1.503
H -4.030 -2.737 0.335
H 4.962 -0.809 0.254
H 3.260 -0.973 0.047
H 3.782 0.424 -1.701
H 5.014 1.284 -0.845

16
Properties=species:S:1:pos:R:3 method="wB97M-V/def2-TZVPD" total_charge=+1 de_lowest_kj_mol=165.16 orbital_gap_ev=8.3 smiles="CC(C)=[NH+]C(N)=S" homo_energy_ev=-13.149 lumo_ev=-4.81
C -1.684 0.331 -0.026
C 0.611 -0.238 -0.163
C 1.823 -0.182 -0.990
C 0.640 -1.076 1.046
N -0.323 0.625 -0.463
N -2.304 1.359 0.525
S -2.151 -1.145 -0.415
H 2.733 -0.666 -0.567
H 2.095 0.773 -1.486
H 1.625 -0.877 -1.868
H -0.396 -1.126 1.532
H 1.391 -0.668 1.736
H 1.115 -1.928 0.826
H 0.013 1.366 -1.069
H -1.924 2.330 0.497
H -3.265 1.122 0.886

107
Properties=species:S:1:pos:R:3 method="wB97M-V/def2-TZVPD" total_charge=+4 de_lowest_kj_mol=170.10 orbital_gap_ev=4.8 homo_energy_ev=-18.167 lumo_ev=-13.36
Pt 1.048 -0.336 0.932
N 1.339 -2.547 1.331
C 1.311 -3.122 2.701
C 0.352 -2.286 3.500
N 0.760 -0.874 3.380
C 1.960 -0.560 4.196
C 3.224 -0.661 3.370
N 2.997 0.033 2.080
H 2.140 -2.894 0.807
H 0.535 -2.942 0.845
H 0.971 -4.158 2.650
H 2.309 -3.140 3.122
H -0.662 -2.380 3.109
H 0.334 -2.603 4.546
H -0.018 -0.302 3.695
H 1.852 0.450 4.585
H 2.020 -1.218 5.065
H 4.062 -0.211 3.906
H 3.507 -1.683 3.147
H 2.939 1.035 2.260
H 3.804 -0.119 1.480
C -5.306 0.223 -3.227
C -3.884 0.722 -2.966
C -3.549 1.858 -3.957
C -3.745 1.293 -1.552
C -4.670 2.145 -0.956
C -4.438 2.728 0.291
C -3.278 2.474 0.997
C -2.329 1.613 0.426
P -0.866 1.209 1.418
C -1.686 0.665 2.917
C -1.631 1.395 4.113
C -2.413 0.999 5.192
C -3.241 -0.110 5.086
C -3.312 -0.826 3.893
C -2.539 -0.446 2.813
C 0.007 2.756 1.695
C 0.969 2.869 2.709
C 1.667 4.047 2.895
C 1.428 5.131 2.050
C 0.483 5.030 1.041
C -0.226 3.847 0.857
C -2.609 1.054 -0.803
O -1.620 0.212 -1.212
C -1.763 -0.521 -2.348
C -0.714 -1.398 -2.531
C -0.772 -2.284 -3.621
C -1.854 -2.201 -4.476
C -2.876 -1.274 -4.261
C -2.855 -0.391 -3.185
P 0.677 -1.544 -1.389
C 0.695 -3.319 -1.173
C -0.513 -3.944 -0.806
C -0.566 -5.320 -0.683
C 0.573 -6.084 -0.928
C 1.766 -5.475 -1.298
C 1.840 -4.094 -1.408
C 2.205 -1.052 -2.191
C 3.443 -1.217 -1.549
C 4.623 -0.947 -2.215
C 4.586 -0.485 -3.530
C 3.369 -0.302 -4.167
C 2.179 -0.578 -3.504
H -6.025 1.031 -3.112
H -5.585 -0.587 -2.553
H -5.407 -0.129 -4.252
H -4.251 2.684 -3.836
H -3.622 1.497 -4.983
H -2.538 2.240 -3.797
H -5.592 2.378 -1.471
H -5.181 3.388 0.718
H -3.126 2.926 1.969
H -1.031 2.290 4.194
H -2.392 1.576 6.107
H -3.855 -0.404 5.927
H -3.991 -1.664 3.807
H -2.632 -0.980 1.872
H 1.127 2.049 3.396
H 2.374 4.143 3.709
H 1.967 6.057 2.197
H 0.276 5.881 0.406
H -0.973 3.796 0.076
H 0.003 -3.019 -3.795
H -1.909 -2.871 -5.323
H -3.701 -1.244 -4.961
H -1.415 -3.356 -0.667
H -1.498 -5.807 -0.430
H 0.523 -7.162 -0.849
H 2.636 -6.079 -1.520
H 2.764 -3.632 -1.731
H 3.493 -1.595 -0.531
H 5.576 -1.106 -1.727
H 5.509 -0.280 -4.055
H 3.341 0.047 -5.190
H 1.242 -0.431 -4.023
N 5.753 3.619 -0.600
C 4.680 3.278 -0.816
C 3.344 2.799 -1.030
C 2.516 3.297 -2.024
C 1.255 2.744 -2.129
C 0.866 1.744 -1.263
N 1.665 1.248 -0.293
C 2.890 1.786 -0.197
H 2.855 4.083 -2.688
H 0.560 3.084 -2.885
H -0.110 1.316 -1.344
H 3.583 1.430 0.535

15
Properties=species:S:1:pos:R:3 method="wB97M-V/def2-TZVPD" multiplicity=2 total_charge=+1 de_lowest_kj_mol=120.63 orbital_gap_ev="8.4 / 8.5" homo_energy_ev="-13.599 / -15.169" lumo_ev="-5.21 / -6.68"
N 1.232 -1.152 1.086
C 0.855 -0.980 -0.192
C -0.327 -0.327 -0.523
C -0.769 -0.077 -1.828
C -1.772 0.829 -2.070
H 1.750 -2.015 1.245
H 0.482 -1.002 1.749
H 1.488 -1.461 -0.928
H -0.907 -0.173 0.386
H -0.195 -0.507 -2.646
H -1.581 1.638 -2.779
H -2.770 0.925 -1.664
H 1.325 1.646 2.213
H -0.052 1.319 1.817
O 0.486 1.374 2.594

18
Properties=species:S:1:pos:R:3 method="wB97M-V/def2-TZVPD" de_lowest_kj_mol=0.00 orbital_gap_ev=8.1 smiles="C=[Si](C)C[Si](C)(Cl)Cl" homo_energy_ev=-8.071 lumo_ev=0.08
C -1.961 0.149 1.060
C 0.368 -1.165 -0.656
C 1.682 0.429 1.993
C -1.757 0.330 -2.115
Si 1.755 -0.109 0.160
Si -1.304 -0.466 -0.451
Cl 3.491 -0.935 -0.347
Cl 1.646 1.749 -1.014
H -1.363 0.084 1.972
H -2.993 0.079 1.445
H 0.731 -1.309 -1.690
H 0.490 -2.170 -0.164
H 1.421 1.458 1.873
H 0.743 0.061 2.451
H 2.597 0.132 2.670
H -1.570 1.402 -1.810
H -1.252 0.039 -2.959
H -2.723 0.242 -2.418

21
Properties=species:S:1:pos:R:3 method="wB97M-V/def2-TZVPD" de_lowest_kj_mol=332.24 orbital_gap_ev=7.7 smiles="C#CC1=C[P@](=S)(N(C)C)SC1" homo_energy_ev=-8.060 lumo_ev=-0.37
C -4.160 -0.386 1.400
C -2.998 -0.426 1.082
C -0.829 0.571 0.974
C -1.656 -0.470 0.858
C -1.001 -1.837 0.605
C 0.618 1.063 -1.737
C 2.914 0.407 -0.976
N 1.424 0.359 -0.775
P 0.955 0.285 0.812
S 2.118 1.015 2.541
S 0.868 -1.851 0.941
H -5.203 -0.200 1.347
H -1.330 1.491 1.153
H -1.599 -2.548 1.133
H -1.046 -1.928 -0.459
H -0.427 1.111 -1.307
H 0.967 2.096 -1.960
H 0.764 0.355 -2.571
H 2.968 0.099 -2.027
H 3.500 1.291 -0.715
H 3.154 -0.498 -0.317

21
Properties=species:S:1:pos:R:3 method="wB97M-V/def2-TZVPD" de_lowest_kj_mol=185.85 orbital_gap_ev=10.1 smiles="[H]/N=C(/CO)C(C)(C)C" homo_energy_ev=-9.383 lumo_ev=0.71
C 0.345 0.279 -0.357
C -1.149 -0.753 1.559
C 0.288 0.497 -1.869
C 0.617 1.583 0.371
C 1.399 -0.777 -0.027
C -1.089 -0.003 0.230
O -1.012 -2.149 1.441
N -2.181 0.098 -0.407
H -0.135 -2.356 1.099
H -2.115 0.326 -1.394
H -2.147 -0.599 1.971
H -0.403 -0.343 2.253
H 2.364 -0.456 -0.417
H -0.059 -0.406 -2.372
H 1.279 0.753 -2.242
H -0.382 1.315 -2.127
H 0.917 1.458 1.405
H 1.313 2.230 -0.154
H -0.514 1.946 0.487
H 1.146 -1.728 -0.496
H 1.519 -0.916 1.046

12
Properties=species:S:1:pos:R:3 method="wB97M-V/def2-TZVPD" de_lowest_kj_mol=358.22 orbital_gap_ev=8.4 homo_energy_ev=-7.908 lumo_ev=0.52
N -1.590 -0.902 0.894
C -0.872 -0.317 -0.109
O -1.179 -0.361 -1.278
N 0.332 0.295 0.330
C 1.197 0.992 -0.646
C 1.852 -0.254 -0.180
H -1.520 -0.586 1.848
H -2.488 -1.261 0.609
H 0.673 1.051 -1.600
H 1.551 1.964 -0.292
H 1.552 -1.042 -0.891
H 0.492 0.421 1.316

44
Properties=species:S:1:pos:R:3 method="wB97M-V/def2-TZVPD" total_charge=+2 de_lowest_kj_mol=204.33 orbital_gap_ev="5.0 / 3.5" homo_energy_ev="-15.019 / -14.869" lumo_ev="-10.01 / -11.40"
C -0.735 -2.688 -1.874
C 0.532 -1.984 -1.642
H -0.539 -3.735 -2.139
H -1.281 -2.205 -2.694
H -1.347 -2.664 -0.966
O 1.686 -2.268 -1.715
I 0.388 3.483 0.005
La -0.383 0.641 -0.434
P 0.362 0.962 -3.186
C 2.002 1.485 -3.779
C -0.199 -0.169 -4.491
H -1.635 2.403 -3.039
H -0.822 2.523 -4.649
H -0.127 3.371 -3.200
C -0.660 2.472 -3.556
H -1.250 -0.432 -4.310
H -0.109 0.325 -5.472
H 1.933 1.834 -4.823
H 2.688 0.630 -3.718
H 0.415 -1.077 -4.476
H 2.375 2.295 -3.138
C 2.463 0.441 -0.594
O 3.598 0.539 -0.734
Cl -2.850 0.182 -1.127
C 1.997 -0.900 3.367
P 0.866 -0.714 1.957
C 0.491 -2.492 1.685
C -0.543 0.077 2.922
C -1.666 -0.621 3.400
C -2.568 0.027 4.251
C -2.389 1.363 4.612
C -1.294 2.071 4.112
C -0.372 1.443 3.272
H 2.291 0.077 3.758
H 1.489 -1.447 4.164
H 2.898 -1.451 3.085
H 0.418 -3.022 2.645
H -0.435 -2.658 1.117
H 1.328 -2.920 1.116
H -1.834 -1.652 3.107
H -3.422 -0.524 4.646
H -3.086 1.853 5.283
H -1.145 3.117 4.376
H 0.469 2.010 2.874

20
Properties=species:S:1:pos:R:3 method="wB97M-V/def2-TZVPD" total_charge=+1 de_lowest_kj_mol=693.81 orbital_gap_ev="10.9 / 6.4" homo_energy_ev="-14.009 / -11.944" lumo_ev="-3.12 / -5.58"
C 2.175 2.086 2.446
C -1.375 1.773 0.301
C 0.271 0.021 0.193
N 0.899 -1.056 -0.193
N -1.259 0.136 -1.542
N -0.752 0.591 -0.266
N -0.203 -3.286 -1.106
H 2.370 2.986 1.866
H 1.137 1.688 2.598
H 3.097 1.630 2.905
H -2.380 1.419 0.671
H -0.823 2.400 1.038
H -1.264 2.468 -0.668
H 1.813 -1.202 0.195
H 0.557 -1.872 -0.771
H -2.274 0.250 -1.418
H -0.868 0.803 -2.184
H -0.047 -3.284 -2.134
H -1.176 -3.420 -1.153
H 0.104 -4.132 -0.778

24
Properties=species:S:1:pos:R:3 method="wB97M-V/def2-TZVPD" total_charge=+1 de_lowest_kj_mol=79.09 orbital_gap_ev=9.7 homo_energy_ev=-14.222 lumo_ev=-4.57
C 0.744 -2.196 2.708
C 1.534 -0.921 2.846
C -0.014 -0.552 -1.825
C -0.582 0.811 -1.621
C 0.456 1.793 -1.391
C -1.907 1.249 -2.115
N -1.226 0.294 0.453
O -0.202 -1.927 1.636
O 1.273 -0.118 1.688
O 0.593 -1.027 -0.659
P 0.080 -0.604 0.793
H 1.258 -3.011 2.302
H 0.195 -2.244 3.659
H 1.287 -0.333 3.778
H 2.581 -1.103 2.934
H -0.813 -1.282 -2.142
H 0.849 -0.428 -2.661
H 0.457 2.106 -0.393
H 0.273 2.697 -1.938
H 1.445 1.439 -1.788
H -1.785 1.576 -3.227
H -2.257 2.131 -1.723
H -2.735 0.513 -2.150
H -1.502 1.139 0.836

101
Properties=species:S:1:pos:R:3 method="wB97M-V/def2-TZVPD" total_charge=+1 orbital_gap_ev=7.8 homo_energy_ev=-10.491 lumo_ev=-2.68
C 2.511 -3.819 -0.557
C 2.500 -2.671 0.106
C 1.600 -1.531 -0.311
C 2.065 -0.060 -0.294
C 1.048 0.637 -1.244
C -0.445 0.284 -1.167
C -1.253 1.334 -1.967
C -2.582 1.793 -1.321
C -3.815 1.484 -2.187
C -4.562 0.202 -1.798
C -5.078 0.198 -0.345
C -4.797 -1.144 0.344
N 3.406 0.113 -1.072
O 4.471 -0.584 -0.499
C 5.047 -1.618 -1.338
C 5.037 -1.393 -2.850
C 3.831 -2.095 -3.527
C 4.080 -3.581 -3.837
C 3.815 1.597 -1.259
Br 3.193 2.228 -2.989
Br 5.784 1.724 -1.494
C 3.486 2.442 -0.004
P 2.452 3.991 -0.162
O 1.398 4.071 -1.193
N 3.231 1.648 1.196
C 4.502 1.339 1.855
C 4.908 2.483 2.794
O 4.629 2.572 3.932
Cl 5.908 3.751 2.018
C 2.176 0.623 1.135
C 2.330 -0.437 2.250
C 2.412 0.059 3.728
N 3.306 -0.742 4.562
P 0.619 1.538 1.873
O -0.454 0.369 2.263
O -0.030 2.362 0.628
H 1.656 -4.143 -1.142
H 3.366 -4.484 -0.523
H 3.131 -2.600 0.980
H 1.315 -1.756 -1.339
H 0.712 -1.571 0.320
H 1.327 0.402 -2.277
H 1.138 1.719 -1.164
H -0.845 0.146 -0.167
H -0.584 -0.670 -1.682
H -0.620 2.205 -2.146
H -1.456 0.911 -2.954
H -2.670 1.351 -0.329
H -2.520 2.877 -1.208
H -3.509 1.391 -3.233
H -4.514 2.322 -2.159
H -3.898 -0.648 -1.993
H -5.427 0.118 -2.458
H -4.684 1.034 0.231
H -6.155 0.329 -0.417
H -4.834 -1.059 1.431
H -3.821 -1.538 0.045
H -5.540 -1.879 0.032
H 3.205 -0.217 -2.025
H 6.075 -1.681 -0.979
H 4.618 -2.595 -1.128
H 5.940 -1.831 -3.271
H 4.985 -0.340 -3.121
H 2.933 -1.993 -2.906
H 3.619 -1.557 -4.452
H 5.011 -3.937 -3.397
H 4.097 -3.746 -4.912
H 3.265 -4.199 -3.461
H 4.435 2.921 0.226
H 2.000 4.089 1.164
H 3.428 4.993 -0.287
H 4.485 0.469 2.499
H 5.335 1.165 1.171
H 1.466 -1.089 2.216
H 3.231 -1.027 2.093
H 1.428 -0.011 4.189
H 2.720 1.099 3.799
H 4.201 -0.918 4.125
H 2.880 -1.628 4.798
H -0.376 -0.520 1.873
H -0.519 3.131 0.943
C -0.496 -3.974 4.223
S -1.126 -3.422 2.642
O -0.096 -2.468 2.099
C -2.459 -2.414 3.275
H 0.381 -4.589 4.035
H -0.227 -3.108 4.828
H -1.261 -4.568 4.721
H -2.054 -1.656 3.946
H -3.171 -3.053 3.796
H -2.947 -1.939 2.427
C -9.500 2.999 -2.328
S -8.412 3.141 -0.907
O -7.384 2.072 -1.043
C -9.599 2.563 0.309
H -8.927 3.275 -3.210
H -9.846 1.969 -2.416
H -10.342 3.680 -2.208
H -9.939 1.564 0.037
H -10.438 3.257 0.353
H -9.095 2.535 1.272